A molecular structure, C29H27F6N9SSbScTe. Source: the OMol25 dataset; level of theory: ωB97M-V with the def2-TZVPD basis set.

Cartesian coordinates (Å):
1 H 0.1365 -6.7909 -0.3669
2 H -0.4107 7.8889 3.6584
3 F 0.6427 -4.8433 2.9482
4 H -3.1778 -1.3327 -5.2010
5 N 0.3525 -4.8887 -1.1777
6 H -5.2246 -0.7952 1.5995
7 C 2.7080 0.6668 1.3040
8 C 1.9838 7.3156 1.5284
9 N 2.4687 -0.5126 0.7083
10 F 0.5279 -1.0235 2.8195
11 N 1.0544 -2.9751 -1.9243
12 C 1.5848 1.6213 1.3632
13 H 2.9874 -3.6501 -2.6486
14 Sb 0.5748 -3.0142 3.2512
15 C 1.8470 5.9553 1.2763
16 C 1.4459 -1.3451 -3.6641
17 H -1.3136 -6.1739 -1.1732
18 C 3.4807 -1.3709 0.6206
19 C -4.3002 -0.2364 1.5188
20 F -0.1901 -2.7003 4.8959
21 H 2.0934 -6.0526 -1.6952
22 C 0.8250 5.2607 1.9193
23 C 0.4540 0.5415 -1.9841
24 Te -3.4432 -0.6475 -2.6158
25 C 1.0236 -1.6370 -2.3775
26 H 1.7019 0.2278 -5.1008
27 H -1.4887 3.8434 1.7071
28 H -5.7636 0.6749 -2.2209
29 N 0.3638 1.0871 1.2138
30 C 1.6119 -5.0897 -1.7095
31 N -1.9654 -0.1682 1.0656
32 C 0.6592 3.8132 1.6981
33 F 1.0487 -2.8585 1.1429
34 H 3.2887 -2.3266 0.1502
35 H -0.8479 -5.5354 0.4121
36 C -3.1097 -0.8523 1.1506
37 C 3.9488 0.9258 1.8821
38 H -6.0332 -0.6742 -3.3649
39 H 5.5767 -1.7412 1.0244
40 H 0.0577 1.2707 -1.2883
41 S -1.4508 -2.8814 -0.8093
42 H 1.8107 -2.1329 -4.3091
43 C -3.3884 -1.9331 -4.3165
44 H -3.2666 2.7834 2.0211
45 N 1.1824 7.9531 2.3649
46 C -3.2094 1.7381 1.7460
47 N 0.5490 -0.7190 -1.5266
48 H 2.7568 7.9017 1.0460
49 H 2.5082 5.4653 0.5717
50 N -4.3423 1.0576 1.7981
51 H -5.2707 0.8367 -3.9268
52 C 1.7695 2.9755 1.5887
53 C -0.0166 5.9505 2.7861
54 F -1.1275 -2.7837 2.3258
55 C -5.3752 0.1472 -3.0887
56 H -3.0837 -1.9139 0.9463
57 H 4.1320 1.8251 2.4580
58 C -0.4707 -5.9068 -0.5382
59 F 2.4063 -2.7139 3.4546
60 H -0.8068 5.4499 3.3327
61 C 1.3712 -0.0342 -4.1045
62 C -0.7146 1.8666 1.3886
63 C 0.2080 7.3094 2.9839
64 H -2.6145 -2.6809 -4.1663
65 H -4.3627 -2.4077 -4.4143
66 C 0.0067 -3.6056 -1.3139
67 H 0.7604 1.9591 -3.5566
68 C 4.7397 -1.0621 1.1288
69 C 0.8475 0.9262 -3.2498
70 C -0.6060 3.2272 1.6152
71 C -2.0020 1.1423 1.3809
72 C 2.0519 -3.9099 -2.1839
73 H 2.7646 3.3838 1.6913
74 N 4.9505 0.0668 1.7836
75 Sc 0.1133 -1.1376 0.7462

- Kohn-Sham gap (alpha / beta) (eV) = 6.4756 / 4.1996
- 2S+1 = 2
- net charge = +3
- <S²> = 0.754
- LUMO energy (alpha / beta) (eV) = -9.0 / -11.3

=====

A molecular structure, C29H27MoN3O2S3Si. Source: the OMol25 dataset; level of theory: ωB97M-V with the def2-TZVPD basis set.

Cartesian coordinates (Å):
1 H -3.1842 2.6046 5.4346
2 Mo -0.3003 0.0935 1.6085
3 H 1.4384 7.6831 0.3544
4 H 1.3714 -0.4413 6.7678
5 C -2.3115 3.0222 4.9502
6 C 1.0615 4.0322 -0.8246
7 C -2.5572 3.2369 0.2165
8 H -0.1004 6.1826 1.5299
9 C -2.9459 -0.6646 0.6097
10 H -4.2223 1.5456 -2.2193
11 S -1.5831 -0.6190 3.4699
12 C 0.8358 -2.6858 0.1134
13 C -4.7925 4.1209 -0.1012
14 H 3.4106 -3.3279 0.8594
15 C -0.2674 -4.3088 -0.9355
16 H -4.8757 -2.8567 -1.0468
17 C 1.9307 4.8832 -1.4846
18 C -1.1141 3.5984 2.9202
19 Si -0.9311 3.3978 1.0848
20 O -0.2422 1.7449 1.0126
21 N -0.4085 -3.1013 -0.2442
22 C -4.0454 2.2621 -1.4271
23 H -3.3923 4.9101 1.2965
24 H 0.1661 0.6608 7.5098
25 H -3.0418 2.6287 2.9837
26 H 2.7437 6.8655 -1.5735
27 C -5.0382 3.1685 -1.0809
28 N 1.7122 -3.5875 -0.3391
29 S 1.3905 -1.3742 1.1034
30 C 1.0429 -4.5974 -0.9886
31 C 2.0668 6.1980 -1.0572
32 O -0.3877 -0.1302 5.7291
33 H 1.1521 1.2316 6.1284
34 C 1.3344 6.6581 0.0260
35 C -2.2242 3.0404 3.5662
36 C -3.5627 4.1556 0.5367
37 C -4.0897 -1.1662 0.0341
38 H -5.0095 -0.6057 0.1073
39 H 0.6134 4.5636 5.6861
40 C 3.1669 -3.5180 -0.1828
41 H 1.5609 -5.4308 -1.4284
42 H 0.7843 4.5690 3.2362
43 C -2.8191 2.3000 -0.7821
44 N -1.7395 -1.2739 0.5655
45 H -5.5564 4.8402 0.1606
46 C 0.4685 5.8022 0.6884
47 C -1.2869 3.5695 5.7118
48 C -0.1782 4.1276 5.0907
49 H 2.5001 4.5303 -2.3336
50 H -1.3641 3.5789 6.7915
51 H 3.5637 -2.7271 -0.8156
52 H -2.0359 1.6205 -1.1118
53 H -5.9945 3.1469 -1.5858
54 C -0.2798 -0.0449 4.4583
55 H -2.7256 -3.9813 -1.1709
56 S 1.0426 0.5216 3.5673
57 C -2.7862 -3.0380 -0.6591
58 C -0.0912 4.1366 3.7070
59 H 3.5746 -4.4779 -0.4835
60 C 0.6738 0.3742 6.5959
61 H -1.0920 -4.8703 -1.3218
62 H -2.9879 0.2830 1.1326
63 C 0.3203 4.4749 0.2753
64 H 0.9616 3.0099 -1.1737
65 C -1.6664 -2.4464 -0.0857
66 C -4.0075 -2.3955 -0.5967

- Kohn-Sham gap (alpha / beta) (eV) = 6.9775 / 6.9784
- net charge = +2
- LUMO energy (alpha / beta) (eV) = -6.6 / -6.6

=====

A molecular structure, C29H27N2O4ReS. Source: the OMol25 dataset; level of theory: ωB97M-V with the def2-TZVPD basis set.

Cartesian coordinates (Å):
1 C -0.9082 4.0687 -0.4096
2 H 1.5590 0.5121 -6.2638
3 H 0.1256 1.5306 -6.2739
4 H 2.8365 3.9241 0.5695
5 H -1.0103 -0.5076 4.8542
6 C -0.6681 -0.3442 2.7257
7 H 2.6537 -0.1036 -4.0339
8 C 1.7877 3.9774 0.2981
9 C 2.0949 -4.0073 -1.3541
10 C -1.4428 -0.6303 3.8683
11 C -1.2107 -0.4993 1.4668
12 C 1.8416 1.5675 0.2307
13 H 0.3545 -0.0020 2.8450
14 H 5.9221 -3.8328 -0.8594
15 H 2.9016 1.6424 0.4500
16 C 2.8965 -5.0616 -1.7669
17 H -3.3290 -1.2842 4.6174
18 C -0.2842 2.8360 -0.2341
19 C 4.8497 -3.8770 -1.0012
20 C 1.2714 1.5548 -4.4062
21 C -5.2135 -1.7691 1.0342
22 C 1.0750 2.7926 0.1110
23 O -1.0267 1.6990 -0.3864
24 C -3.0889 3.1979 -1.0605
25 C 1.1617 5.1959 0.1355
26 C -2.7357 -1.0658 3.7354
27 H -0.6904 6.1746 -0.3609
28 H 2.0710 0.6473 -2.5276
29 C -2.5590 -0.9367 1.3204
30 H -3.2739 2.5625 -0.1961
31 C 4.0565 -2.8200 -0.5916
32 C -3.3339 -1.2301 2.4591
33 H 0.4728 2.0607 -3.8609
34 H -5.2688 -1.8992 3.1591
35 H -1.1571 -0.1198 -5.0315
36 H 2.0413 2.2906 -4.6352
37 H -2.7143 2.5938 -1.8876
38 C -0.1739 5.2324 -0.2212
39 H 4.4921 -1.9446 -0.1277
40 C 1.8097 0.4068 -3.5586
41 S 0.4603 -0.7854 -3.5061
42 C 2.6740 -2.8821 -0.7729
43 H 4.8967 -5.8175 -1.9152
44 C -4.6748 -1.6603 2.2834
45 H 2.4483 -5.9362 -2.2203
46 H -0.0069 -1.2209 -5.8120
47 H -6.2381 -2.0955 0.9109
48 H -4.0096 3.6896 -1.3562
49 C -0.0999 -0.3426 -5.1753
50 C 4.2715 -4.9946 -1.5932
51 O 0.4925 -1.8438 -0.6379
52 O -2.1953 4.2654 -0.7454
53 H -2.5795 -0.8335 -0.8855
54 O -0.6138 -0.1076 -2.5942
55 H 1.0199 -4.0498 -1.4737
56 H 1.7075 6.1191 0.2803
57 N 1.4099 0.3795 0.0452
58 Re -0.4697 -0.1181 -0.3814
59 N 2.3689 -0.6510 -0.0104
60 H -4.8831 -1.5393 -1.0967
61 C -4.4423 -1.4556 -0.1121
62 C -3.1471 -1.0553 0.0358
63 C 0.7249 0.8658 -5.6550
64 C 1.8146 -1.7431 -0.4052

- Kohn-Sham gap (alpha / beta) (eV) = 6.2973 / 6.6288
- 2S+1 = 2
- net charge = +1
- <S²> = 1.093
- LUMO energy (alpha / beta) (eV) = -4.4 / -3.8

=====

Values of relative energy (zero: lowest compared OMol25 entry of this formula, charge and spin), in order: 278.1 0.0 100.6, all in kJ/mol.
Values of E, in order: -3879.87530 -2987.92384 -2007.96044, all in Ha.